Here is 3 unconnected molecules or ions with the total composition C3H10O3S at a distorted geometry from the Open Molecules 2025 dataset. Energies are from the ωB97M-V functional and the def2-TZVPD basis.

The geometry in XYZ format:
```
17
Properties=species:S:1:pos:R:3
O -1.615 0.494 1.341
C -1.672 -0.695 0.879
C -0.399 -1.252 0.286
C -0.194 -0.745 -1.132
S -0.037 1.013 -1.408
H -2.601 -1.226 1.114
H -0.448 -2.341 0.260
H 0.395 -0.898 0.952
H 0.644 -1.275 -1.492
H -1.001 -1.189 -1.635
H -0.718 1.484 -0.344
O -0.013 2.583 3.193
H -0.425 2.399 2.319
H -0.885 2.453 3.683
O 2.858 -0.506 -2.354
H 2.280 -0.085 -3.047
H 3.831 -0.214 -2.616
```

Electronic energy, Eh: -744.1560
Charge: 0
Spin multiplicity: 1
Energy relative to the best compared isomer or geometry (same formula, charge and spin), eV: 1.2500
Kohn-Sham gap, eV: 9.4
SMILES: O=CCCS.O.O
HOMO, eV: -9.1

Atomic partial charges in e from the Löwdin method, atoms 1 to 5:
1. O -0.06
2. C -0.17
3. C -0.21
4. C -0.58
5. S 0.75

Here is 3 unconnected molecules or ions with the total composition C3H10O3S at a distorted geometry from the Open Molecules 2025 dataset. Energies are from the ωB97M-V functional and the def2-TZVPD basis.

The geometry in XYZ format:
```
17
Properties=species:S:1:pos:R:3
O -1.345 0.947 0.846
C -1.104 -0.137 0.365
C 0.334 -0.599 0.349
C 1.171 -0.042 1.389
S 2.946 -0.825 1.481
H -1.867 -0.756 -0.179
H 0.762 -0.353 -0.663
H 0.397 -1.791 0.428
H 1.534 0.932 1.098
H 0.750 0.080 2.432
H 3.611 -0.024 0.625
O 0.673 2.528 -1.284
H 0.243 2.688 -0.446
H 0.153 2.969 -1.886
O -2.658 -2.189 -1.797
H -3.366 -1.467 -1.725
H -2.235 -1.960 -1.034
```

Electronic energy, Eh: -744.1454
Charge: 0
Spin multiplicity: 1
Energy relative to the best compared isomer or geometry (same formula, charge and spin), eV: 1.5378
Kohn-Sham gap, eV: 9.8
SMILES: O=CCCS.O.O
HOMO, eV: -9.3

Atomic partial charges in e from the Löwdin method, atoms 1 to 5:
1. O 0.05
2. C -0.23
3. C -0.28
4. C -0.52
5. S 0.64

Here is 3 unconnected molecules or ions with the total composition C3H10O4 from the Open Molecules 2025 dataset. Energies are from the ωB97M-V functional and the def2-TZVPD basis.

The geometry in XYZ format:
```
17
Properties=species:S:1:pos:R:3
O -0.264 -1.521 0.698
C 0.032 -0.887 1.905
O -1.129 -0.580 2.547
O 0.759 0.288 1.696
H 0.530 -1.549 0.143
H 0.586 -1.573 2.573
H -1.616 0.048 1.999
H 1.565 0.102 1.199
C 1.459 -0.214 -2.026
O 1.840 -0.547 -0.940
H 0.683 -0.768 -2.575
H 1.867 0.665 -2.546
C -1.259 1.305 -0.934
H -1.413 0.241 -0.810
H -2.206 1.824 -0.802
H -0.887 1.510 -1.930
H -0.548 1.658 -0.198
```

Electronic energy, Eh: -421.2294
Charge: 0
Spin multiplicity: 1
Energy relative to the best compared isomer or geometry (same formula, charge and spin), eV: 1.5149
Kohn-Sham gap, eV: 10.8
SMILES: OC(O)O.C=O.C
HOMO, eV: -10.7

Atomic partial charges in e from the Löwdin method, atoms 1 to 5:
1. O 0.01
2. C -0.59
3. O 0.06
4. O 0.02
5. H 0.06

Here is 3 unconnected molecules or ions with the total composition C3H10O4S at a distorted geometry from the Open Molecules 2025 dataset. Energies are from the ωB97M-V functional and the def2-TZVPD basis.

The geometry in XYZ format:
```
18
Properties=species:S:1:pos:R:3
O -1.816 -1.121 -0.690
C -1.158 -1.462 0.415
O -0.525 -2.732 0.420
C 0.035 -0.365 0.769
C 1.210 -0.596 -0.193
S 2.640 0.439 -0.034
H -1.815 -1.405 1.358
H 0.399 -0.622 1.764
H -0.331 0.667 0.627
H 1.539 -1.640 -0.133
H 0.711 -0.404 -1.204
H -0.489 -2.370 -0.580
H 1.574 3.574 0.804
H 1.680 1.967 0.641
O 1.280 2.734 1.147
H -1.711 0.320 -1.426
H -1.898 1.767 -2.125
O -1.324 1.248 -1.559
```

Electronic energy, Eh: -819.3975
Charge: -1
Spin multiplicity: 2
Kohn-Sham gap (spin up / spin down), eV: 7.3 / 5.1
HOMO (spin up / spin down), eV: -4.1 / -3.9

Atomic partial charges in e from the Löwdin method, atoms 1 to 5:
1. O -0.22
2. C -0.68
3. O -0.10
4. C -0.19
5. C -0.66

Here is 3 unconnected molecules or ions with the total composition C3H10O5 at a distorted geometry from the Open Molecules 2025 dataset. Energies are from the ωB97M-V functional and the def2-TZVPD basis.

The geometry in XYZ format:
```
18
Properties=species:S:1:pos:R:3
O 0.663 0.776 -0.658
C -0.413 1.287 -0.802
O -0.725 2.021 -1.886
C -1.554 1.169 0.162
C -0.975 1.374 1.590
O -0.218 2.532 1.742
H 0.021 2.066 -2.474
H -1.917 0.154 0.129
H -2.424 1.796 -0.013
H -0.323 0.514 1.728
H -1.775 1.260 2.314
H -0.794 3.302 1.750
O 3.270 -1.415 0.171
H 2.490 -1.423 -0.393
H 3.717 -0.625 -0.152
O 0.170 -4.561 -1.048
H 1.080 -4.826 -1.205
H -0.292 -5.400 -0.955
```

Electronic energy, Eh: -496.5083
Charge: 0
Spin multiplicity: 1
Energy relative to the best compared isomer or geometry (same formula, charge and spin), eV: 0.2017
Kohn-Sham gap, eV: 11.3
SMILES: O=C(O)CCO.O.O
HOMO, eV: -10.6

Atomic partial charges in e from the Löwdin method, atoms 1 to 5:
1. O 0.11
2. C -0.53
3. O 0.12
4. C -0.07
5. C -0.27

Here is 3 unconnected molecules or ions with the total composition C3H10OS at a distorted geometry from the Open Molecules 2025 dataset. Energies are from the ωB97M-V functional and the def2-TZVPD basis.

The geometry in XYZ format:
```
15
Properties=species:S:1:pos:R:3
C 0.515 -0.382 -1.713
C 1.584 -0.304 -0.544
C 1.055 -1.597 -0.494
S -1.400 1.380 0.107
H 0.831 -0.816 -2.649
H -0.523 -0.295 -1.333
H 0.479 0.704 -1.932
H 2.555 -0.070 -0.944
H 1.202 0.396 0.196
H 1.598 -2.383 -0.913
H 0.192 -1.767 0.142
H -1.994 0.951 -1.008
H -0.315 -0.215 2.952
H -0.365 0.054 1.459
O 0.014 -0.577 2.119
```

Electronic energy, Eh: -593.5660
Charge: 0
Spin multiplicity: 1
Energy relative to the best compared isomer or geometry (same formula, charge and spin), eV: 4.1128
Kohn-Sham gap, eV: 6.4
HOMO, eV: -7.2

Atomic partial charges in e from the Löwdin method, atoms 1 to 5:
1. C -0.12
2. C -0.16
3. C 0.09
4. S 0.12
5. H 0.11

Please write out number 5 again, unchanged.
Here is 3 unconnected molecules or ions with the total composition C3H10O5 at a distorted geometry from the Open Molecules 2025 dataset. Energies are from the ωB97M-V functional and the def2-TZVPD basis.

The geometry in XYZ format:
```
18
Properties=species:S:1:pos:R:3
O 0.663 0.776 -0.658
C -0.413 1.287 -0.802
O -0.725 2.021 -1.886
C -1.554 1.169 0.162
C -0.975 1.374 1.590
O -0.218 2.532 1.742
H 0.021 2.066 -2.474
H -1.917 0.154 0.129
H -2.424 1.796 -0.013
H -0.323 0.514 1.728
H -1.775 1.260 2.314
H -0.794 3.302 1.750
O 3.270 -1.415 0.171
H 2.490 -1.423 -0.393
H 3.717 -0.625 -0.152
O 0.170 -4.561 -1.048
H 1.080 -4.826 -1.205
H -0.292 -5.400 -0.955
```

Electronic energy, Eh: -496.5083
Charge: 0
Spin multiplicity: 1
Energy relative to the best compared isomer or geometry (same formula, charge and spin), eV: 0.2017
Kohn-Sham gap, eV: 11.3
SMILES: O=C(O)CCO.O.O
HOMO, eV: -10.6

Atomic partial charges in e from the Löwdin method, atoms 1 to 5:
1. O 0.11
2. C -0.53
3. O 0.12
4. C -0.07
5. C -0.27